Record 1
Below is one molecule with the formula C10H14NOP at a distorted geometry, with properties calculated with ωB97M-V/def2-TZVPD.

Structure (XYZ):
```
27
Properties=species:S:1:pos:R:3:lowdin_spin:R:1
C -2.923 2.722 1.684 0.004
C -2.291 1.579 1.412 0.000
C -0.390 0.300 0.888 0.003
C -2.023 -1.873 -1.619 0.890
C -0.867 1.540 1.012 0.007
C 1.030 -0.066 0.522 0.014
C 2.481 -2.805 -1.889 0.014
C 3.047 -1.439 -2.097 0.007
C 2.422 -1.797 -0.822 0.007
C -0.111 2.793 0.606 0.001
N 1.068 -1.181 -0.391 0.155
O 1.986 0.571 0.881 0.040
P -0.384 -2.267 -1.152 0.740
H -3.910 2.543 2.207 0.000
H -2.386 3.676 1.813 0.000
H -2.778 0.628 1.202 0.000
H -1.028 -0.493 1.082 0.007
H -2.493 -0.982 -1.486 0.057
H 1.705 -3.187 -2.464 0.008
H 3.195 -3.621 -1.624 0.001
H 4.066 -1.178 -2.257 0.000
H 2.413 -0.885 -2.752 0.001
H 3.044 -2.045 0.040 0.000
H 0.943 2.613 0.235 0.000
H -0.758 3.322 -0.039 0.000
H 0.088 3.398 1.542 0.000
H -2.391 -2.736 -2.246 0.043
```

For the relative energy (zero: lowest compared OMol25 entry of this formula, charge and spin), the calculation gives 65.0 kcal/mol. Its multiplicity is 3.


Record 2
Below is one molecule with the formula C26H32N6O3 at a distorted geometry, with properties calculated with ωB97M-V/def2-TZVPD.

Structure (XYZ):
```
67
Properties=species:S:1:pos:R:3:lowdin_charge:R:1
C -6.166 -0.087 2.012 -0.043
C -5.531 0.469 0.772 -0.207
C -6.270 1.177 -0.155 -0.042
C -5.688 1.700 -1.308 -0.083
C -4.348 1.519 -1.546 -0.032
C -3.561 0.806 -0.634 -0.138
C -2.159 0.601 -0.826 0.061
C -1.414 -0.094 0.056 -0.062
C 0.078 -0.358 -0.020 -0.188
C 0.699 0.431 1.083 -0.252
N 0.291 1.633 1.431 0.094
N 1.060 2.009 2.443 -0.021
N 1.903 1.109 2.729 0.062
N 1.718 0.084 1.901 0.015
C 2.556 -1.105 1.957 -0.519
C 1.686 -2.359 2.131 -0.007
C 3.373 -1.174 0.666 -0.018
C 3.485 -0.944 3.161 -0.051
N 0.766 -0.098 -1.269 -0.099
C 0.394 -0.989 -2.360 -0.095
C 0.529 -2.422 -1.967 -0.274
C 1.617 -3.238 -1.855 -0.029
C 1.130 -4.489 -1.401 -0.061
C -0.215 -4.340 -1.272 -0.115
O -0.588 -3.096 -1.613 0.045
C 0.904 1.297 -1.653 -0.135
C 2.390 1.701 -1.719 -0.297
C 2.567 3.111 -2.323 -0.123
C 3.418 3.848 -1.287 -0.147
C 3.071 3.081 -0.013 -0.204
O 2.972 1.733 -0.425 -0.126
C -2.027 -0.657 1.257 -0.396
O -1.430 -1.306 2.103 0.068
N -3.370 -0.418 1.399 0.192
C -4.160 0.281 0.525 -0.135
H -6.067 -1.172 2.047 0.086
H -7.225 0.158 2.034 0.078
H -5.702 0.331 2.905 0.088
H -7.325 1.330 0.020 0.110
H -6.297 2.248 -2.010 0.101
H -3.885 1.922 -2.434 0.113
H -1.718 1.037 -1.710 0.115
H 0.216 -1.418 0.214 0.132
H 0.742 -2.115 2.615 0.076
H 2.208 -3.086 2.746 0.085
H 1.471 -2.829 1.174 0.068
H 4.017 -0.302 0.584 0.082
H 3.984 -2.073 0.669 0.092
H 2.718 -1.185 -0.200 0.057
H 4.060 -0.026 3.076 0.076
H 4.169 -1.787 3.208 0.087
H 2.908 -0.900 4.081 0.086
H -0.642 -0.829 -2.703 0.128
H 1.077 -0.781 -3.189 0.136
H 2.633 -2.982 -2.072 0.113
H 1.705 -5.370 -1.200 0.101
H -0.986 -5.016 -0.961 0.120
H 0.453 1.480 -2.636 0.127
H 0.414 1.937 -0.915 0.119
H 2.938 0.935 -2.282 0.149
H 3.039 3.075 -3.303 0.111
H 1.594 3.593 -2.423 0.112
H 3.180 4.906 -1.216 0.110
H 4.479 3.732 -1.512 0.112
H 3.837 3.131 0.762 0.125
H 2.118 3.431 0.406 0.109
H -3.788 -0.787 2.243 0.151
```

The structure (SMILES) is Cc1cccc2cc([C@H](c3nnnn3C(C)(C)C)N(Cc3ccco3)C[C@H]3CCCO3)c(=O)[nH]c12. For the relative energy (zero: lowest compared OMol25 entry of this formula, charge and spin), the calculation gives 1.7 kcal/mol.


Record 3
Below is C4H7NO3 as an isolated structure at a distorted geometry, with properties calculated with ωB97M-V/def2-TZVPD.

Structure (XYZ):
```
15
Properties=species:S:1:pos:R:3:lowdin_charge:R:1
C -0.870 0.221 0.608 -0.266
C 1.200 0.650 -1.329 -0.008
C -0.577 -0.553 1.755 -0.067
C 0.658 -0.413 -0.382 -0.592
N -2.001 -0.127 -0.171 0.067
O 1.470 -0.329 0.966 -0.082
O -0.631 -1.404 2.518 0.279
O 0.415 -1.537 -0.797 0.016
H 1.805 0.571 1.111 0.083
H -0.680 1.278 0.754 0.136
H -2.908 0.047 0.239 0.085
H -1.911 -1.071 -0.536 0.091
H 0.558 0.694 -2.208 0.090
H 1.280 1.640 -0.877 0.075
H 2.192 0.331 -1.649 0.093
```

For the relative energy (zero: lowest compared OMol25 entry of this formula, charge and spin), the calculation gives 92.2 kcal/mol.


Record 4
Below is C44H38AuCl5IN3O3P as an isolated structure at a distorted geometry, with properties calculated with ωB97M-V/def2-TZVPD.

Structure (XYZ):
```
96
Properties=species:S:1:pos:R:3:lowdin_spin:R:1
Au -1.593 0.146 -0.712 0.029
Cl 3.499 -6.164 -1.550 -0.001
C 2.796 -4.745 -0.908 -0.004
C 3.584 -3.677 -0.483 -0.003
Cl 5.296 -3.796 -0.543 -0.002
C 3.033 -2.477 -0.013 0.007
Cl 2.973 0.077 0.175 0.115
C 1.628 -2.413 0.088 0.005
O 0.935 -1.419 0.684 -0.059
C 0.862 -3.494 -0.296 -0.006
O -0.549 -3.408 -0.104 0.000
C 1.407 -4.647 -0.806 -0.005
Cl 0.329 -5.904 -1.282 0.000
I -4.010 1.223 1.200 0.005
C -4.786 0.625 -0.673 -0.011
C -5.866 1.393 -1.072 0.075
C -6.455 1.175 -2.312 -0.008
C -5.943 0.211 -3.141 0.061
C -4.852 -0.585 -2.754 0.019
C -4.368 -1.573 -3.667 0.308
C -3.306 -2.401 -3.330 0.021
C -2.703 -2.301 -2.109 0.260
C -3.076 -1.304 -1.088 0.067
P -3.644 -2.147 0.480 0.038
C -2.358 -3.022 1.493 0.003
C -1.070 -3.461 1.304 0.000
C -0.249 -4.054 2.241 0.000
C -0.765 -4.241 3.511 0.000
C -2.075 -3.861 3.775 0.000
C -2.839 -3.262 2.793 0.002
C -4.543 -3.624 -0.122 0.007
C -4.014 -4.910 -0.229 0.002
C -4.760 -5.941 -0.778 0.001
C -6.048 -5.698 -1.234 0.000
C -6.587 -4.423 -1.134 0.001
C -5.841 -3.394 -0.579 0.001
C -4.251 -0.410 -1.476 0.066
H -6.240 2.173 -0.424 0.005
H -7.299 1.778 -2.621 -0.002
H -6.373 0.048 -4.122 0.002
H -4.864 -1.676 -4.623 0.017
H -2.965 -3.149 -4.035 -0.006
H -1.911 -2.997 -1.875 0.013
H -0.935 -4.183 -0.586 0.000
H 0.756 -4.372 2.000 0.000
H -0.151 -4.693 4.277 0.000
H -2.497 -4.022 4.758 0.000
H -3.851 -2.943 3.015 0.001
H -3.014 -5.122 0.140 0.000
H -4.338 -6.935 -0.854 0.000
H -6.634 -6.503 -1.659 0.000
H -7.595 -4.232 -1.477 0.000
H -6.270 -2.402 -0.492 0.000
C 3.558 6.857 0.189 0.000
C 3.686 5.845 1.339 0.000
C 5.182 5.643 1.613 0.000
C 3.014 6.439 2.581 0.000
C 3.055 4.470 0.941 0.001
O 3.687 4.110 -0.275 0.008
C 3.291 3.399 2.055 0.003
C 4.277 2.298 1.634 0.061
C 3.616 1.295 0.771 0.428
C 3.774 -1.313 0.438 -0.002
C 1.565 -0.228 0.904 -0.204
C 2.700 0.185 -1.308 0.498
Cl 2.454 0.044 -2.930 0.134
C 6.021 0.180 -1.719 0.000
C 5.898 1.368 -1.787 0.000
C 1.539 4.673 0.681 0.000
N 0.893 3.569 -0.031 0.001
C -0.010 2.687 0.389 -0.001
N -0.343 1.885 -0.613 0.010
C 0.398 2.346 -1.655 0.005
N 1.154 3.366 -1.344 0.002
H 4.211 7.708 0.386 0.000
H 2.545 7.253 0.093 0.000
H 3.852 6.416 -0.761 0.000
H 5.639 6.607 1.841 0.000
H 5.683 5.232 0.737 0.000
H 5.370 4.986 2.463 0.000
H 3.533 7.357 2.859 0.000
H 3.049 5.773 3.445 0.000
H 1.972 6.705 2.395 0.000
H 3.330 3.271 -0.594 0.003
H 2.352 2.909 2.324 0.000
H 3.656 3.891 2.954 0.000
H 4.638 1.754 2.516 0.021
H 5.147 2.723 1.137 0.006
H 4.659 -1.430 1.047 0.008
H 1.053 0.378 1.632 -0.005
H 6.167 -0.873 -1.683 0.000
H 5.780 2.426 -1.843 0.000
H 1.399 5.546 0.049 0.000
H 1.004 4.809 1.618 0.000
H -0.418 2.659 1.386 0.000
H 0.356 1.924 -2.644 0.001
```

As for the total energy: -140521.6233 eV. Its net charge is +1. Its multiplicity is 3.


Record 5
Below is C12H27ClNO2P2Pt as an isolated structure at a distorted geometry, with properties calculated with ωB97M-V/def2-TZVPD.

Structure (XYZ):
```
46
Properties=species:S:1:pos:R:3:lowdin_spin:R:1
C -2.380 -1.340 -2.299 0.174
C -1.506 -0.507 -1.585 0.438
N -0.439 -1.037 -0.915 0.495
C -0.211 -2.383 -0.933 0.206
C -1.079 -3.250 -1.607 0.412
C -2.175 -2.724 -2.303 0.304
C -1.724 0.981 -1.483 0.078
P -0.138 1.860 -1.055 0.080
Pt 0.834 0.254 0.260 0.586
P 1.552 -1.717 1.142 0.052
C 1.044 -2.870 -0.246 0.033
O -3.522 2.072 0.906 0.009
O -1.418 2.208 2.635 0.002
H -3.226 -0.896 -2.832 0.001
H -0.882 -4.326 -1.599 0.015
H -2.859 -3.385 -2.843 0.013
C 0.654 2.236 -2.676 0.023
C -0.648 3.505 -0.425 0.011
H 0.953 -3.926 0.062 0.003
H 1.879 -2.798 -0.971 0.011
H -2.394 1.210 -0.617 0.030
H -2.218 1.373 -2.390 0.008
C 3.338 -2.069 1.393 0.008
C 0.750 -2.416 2.646 0.013
H -0.947 1.462 2.153 0.002
H -0.693 2.833 2.818 0.000
H -2.812 2.275 1.574 0.000
H -3.940 1.278 1.285 0.000
H 2.114 0.139 -0.816 0.048
H -0.420 0.341 1.409 0.019
H 0.010 2.869 -3.312 0.005
H 1.611 2.752 -2.487 0.002
H 0.873 1.283 -3.184 0.001
H -1.303 4.037 -1.135 0.003
H -1.167 3.349 0.533 0.000
H 0.268 4.091 -0.242 0.000
H 1.062 -3.457 2.845 0.003
H 1.015 -1.780 3.507 0.001
H -0.343 -2.365 2.507 0.000
H 3.530 -3.126 1.647 0.003
H 3.876 -1.788 0.474 0.000
H 3.695 -1.419 2.210 0.000
Cl 2.913 2.725 0.405 0.389
C 2.088 1.529 1.418 0.469
H 2.876 0.895 1.914 0.024
H 1.510 2.023 2.211 0.024
```

As for the total energy: -52801.3689 eV. Its net charge is +1. Its multiplicity is 5.


Record 6
Below is a 7-piece molecular cluster, C5H23NO8 overall at a distorted geometry, with properties calculated with ωB97M-V/def2-TZVPD.

Structure (XYZ):
```
37
Properties=species:S:1:pos:R:3:lowdin_charge:R:1
C -0.410 0.971 2.714 -0.111
C 0.123 2.170 1.922 -0.240
C -0.384 2.264 0.454 -0.203
C -1.938 2.105 0.196 -0.155
N -2.221 1.644 -1.183 0.104
C -1.967 0.280 -1.344 -0.572
O -2.077 -0.256 -2.433 0.060
O -1.574 -0.306 -0.213 0.045
H 0.033 0.772 3.670 0.059
H -0.321 0.024 2.144 0.065
H -1.502 1.163 2.782 0.076
H -0.099 3.143 2.358 0.101
H 1.236 1.972 1.773 0.113
H 0.299 1.865 -0.298 0.083
H -0.152 3.311 0.121 0.110
H -2.143 1.414 1.001 0.080
H -2.427 3.075 0.291 0.118
H -2.356 2.212 -2.000 0.145
H -1.402 -1.286 -0.153 0.097
O 2.208 -3.054 -0.916 -0.060
H 2.436 -2.115 -1.057 0.030
H 2.327 -2.927 0.058 0.055
O -0.296 -2.547 0.356 -0.046
H 0.517 -2.580 -0.184 0.018
H -0.093 -2.652 1.292 0.070
O 1.170 -0.149 -0.791 -0.055
H 0.209 -0.263 -0.656 0.009
H 1.440 0.063 0.115 0.035
O -1.980 -2.893 -2.231 -0.077
H -2.630 -2.995 -1.537 0.026
H -1.875 -2.015 -2.650 0.005
O 2.300 0.176 -3.689 -0.058
H 1.358 0.159 -3.493 0.022
H 2.608 -0.704 -3.458 0.023
O 2.982 -0.986 2.288 -0.052
H 2.854 -0.331 2.980 0.037
H 3.748 -0.725 1.770 0.042
```

The structure (SMILES) is CCCCNC(=O)O.O.O.O.O.O.O. For the relative energy (zero: lowest compared OMol25 entry of this formula, charge and spin), the calculation gives 48.1 kcal/mol.